Entry 1:
The following is a DFT calculation (ωB97M-V/def2-TZVPD) of a molecular structure, C53H71B11Br6CrFN6O3P2Se2Si4Te.

Kohn-Sham gap (spin up / spin down): 5.471 / 5.627 eV
Max |F|: 2.08 eV/A
Spin multiplicity: 2
Net charge: +2

CARTESIAN COORDINATES (ANGSTROEM)
Cr1 0.964 0.424 -1.324
F1 -4.771 -1.716 -2.290
C1 -4.318 -1.645 -1.026
C2 -3.092 -1.091 -0.835
C3 -2.528 -1.044 0.442
C4 -1.177 -0.606 0.639
O1 -0.523 -0.073 -0.298
C5 -0.613 -0.826 1.920
C6 -1.412 -1.192 2.960
N1 -2.724 -1.446 2.809
C7 -3.537 -1.680 3.993
C8 -3.436 -0.686 5.109
C9 -4.662 -0.721 4.254
C10 -3.278 -1.501 1.538
C11 -4.556 -2.025 1.318
C12 -5.084 -2.165 0.041
N2 -6.340 -2.791 -0.120
C13 -6.624 -4.001 0.649
C14 -8.094 -3.961 1.086
N3 -8.867 -3.182 0.057
C15 -8.356 -3.492 -1.317
C16 -6.956 -2.875 -1.454
C17 0.862 -0.584 1.987
O2 1.377 0.233 2.693
O3 1.486 -1.324 1.053
H1 -2.538 -0.713 -1.689
H2 -1.018 -1.312 3.961
H3 -3.667 -2.726 4.239
H4 -2.751 0.143 4.985
H5 -3.503 -1.055 6.123
H6 -4.803 0.079 3.537
H7 -5.581 -1.102 4.679
H8 -5.135 -2.346 2.171
H9 -5.991 -4.068 1.525
H10 -6.429 -4.896 0.047
H11 -8.217 -3.468 2.046
H12 -8.505 -4.966 1.149
H13 -8.715 -2.186 0.224
H14 -9.866 -3.372 0.138
H15 -9.026 -3.080 -2.066
H16 -8.340 -4.574 -1.426
H17 -7.032 -1.870 -1.860
H18 -6.377 -3.479 -2.155
Br1 0.726 -1.930 -2.312
B1 1.009 -1.775 -4.279
B2 -0.032 -2.421 -5.521
C18 0.163 -1.309 -6.790
B3 0.056 -0.663 -5.236
B4 1.131 0.057 -6.446
B5 1.705 -1.270 -7.488
B6 0.994 -2.793 -6.913
B7 1.599 -3.121 -5.289
Br2 1.855 -4.880 -4.499
B8 2.697 -2.403 -6.536
Br3 4.193 -3.382 -7.283
B9 2.772 -0.611 -6.244
Br4 4.371 0.440 -6.586
B10 1.741 -0.266 -4.834
Br5 2.317 0.999 -3.384
B11 2.703 -1.778 -4.879
Br6 4.100 -1.953 -3.539
H19 -1.057 -2.981 -5.356
H20 -0.674 -1.158 -7.453
H21 -0.914 -0.103 -4.873
H22 0.861 1.099 -6.926
H23 1.806 -1.096 -8.649
H24 0.632 -3.596 -7.696
Se1 -1.863 6.148 0.783
P1 -0.366 5.190 1.904
C19 1.011 6.233 2.433
C20 0.985 7.587 2.118
C21 2.016 8.414 2.542
C22 3.066 7.887 3.279
C23 3.086 6.536 3.606
C24 2.061 5.703 3.190
C25 -1.083 4.481 3.419
C26 -2.083 3.521 3.278
C27 -2.772 3.061 4.388
C28 -2.469 3.563 5.650
C29 -1.491 4.534 5.791
C30 -0.801 5.002 4.678
C31 0.376 3.794 1.012
C32 0.040 3.103 -0.146
N4 1.023 2.163 -0.309
N5 1.888 2.291 0.699
N6 1.522 3.249 1.484
P2 -1.098 3.357 -1.512
Se2 -1.021 1.637 -2.803
C33 -0.448 4.833 -2.324
C34 -1.161 6.001 -2.569
C35 -0.503 7.106 -3.089
C36 0.855 7.052 -3.360
C37 1.563 5.877 -3.141
C38 0.912 4.767 -2.630
C39 -2.809 3.386 -0.945
C40 -3.119 2.508 0.089
C41 -4.436 2.333 0.482
C42 -5.452 3.007 -0.184
C43 -5.147 3.836 -1.255
C44 -3.828 4.020 -1.646
H25 0.155 7.986 1.547
H26 2.001 9.467 2.295
H27 3.876 8.531 3.601
H28 3.904 6.131 4.188
H29 2.074 4.652 3.439
H30 -2.345 3.173 2.288
H31 -3.566 2.332 4.268
H32 -3.012 3.210 6.519
H33 -1.271 4.943 6.768
H34 -0.055 5.778 4.788
H35 -2.208 6.078 -2.321
H36 -1.056 8.020 -3.262
H37 1.368 7.928 -3.735
H38 2.623 5.826 -3.354
H39 1.471 3.856 -2.456
H40 -2.325 1.953 0.575
H41 -4.669 1.674 1.312
H42 -6.482 2.878 0.124
H43 -5.939 4.343 -1.790
H44 -3.605 4.647 -2.498
C45 4.154 -5.774 1.557
Si1 2.884 -4.574 0.871
C46 2.065 -5.273 -0.652
C47 1.557 -4.318 2.183
Si2 4.256 -2.627 0.590
Te1 3.045 -0.388 0.084
Si3 6.275 -3.235 -0.833
C48 6.976 -1.648 -1.533
C49 5.642 -4.577 -1.980
C50 7.501 -3.981 0.369
Si4 5.234 -1.690 2.650
C51 6.423 -2.946 3.372
C52 3.879 -1.451 3.921
C53 6.091 -0.073 2.258
H45 3.693 -6.738 1.793
H46 4.606 -5.393 2.477
H47 4.958 -5.961 0.839
H48 1.455 -6.138 -0.374
H49 2.787 -5.610 -1.397
H50 1.410 -4.549 -1.137
H51 1.052 -5.264 2.402
H52 0.803 -3.602 1.847
H53 1.985 -3.944 3.117
H54 6.218 -1.015 -1.993
H55 7.721 -1.871 -2.304
H56 7.471 -1.076 -0.745
H57 4.557 -4.564 -2.067
H58 5.949 -5.560 -1.612
H59 6.045 -4.458 -2.990
H60 8.133 -3.215 0.822
H61 8.163 -4.674 -0.159
H62 7.007 -4.540 1.165
H63 5.956 -3.928 3.483
H64 6.729 -2.613 4.369
H65 7.326 -3.068 2.779
H66 3.352 -2.389 4.115
H67 3.150 -0.712 3.586
H68 4.295 -1.098 4.869
H69 6.907 -0.204 1.544
H70 6.508 0.363 3.169
H71 5.384 0.646 1.838



Entry 2:
The following is a DFT calculation (ωB97M-V/def2-TZVPD) of a molecular structure, C53H74BrCrN7SSbSeTe.

Kohn-Sham gap (spin up / spin down): 6.822 / 6.818 eV
ΔE to the lowest compared entry with this formula, charge and spin: 0.342 eV
Max |F|: 0.49 eV/A
Spin multiplicity: 5
Net charge: +1

CARTESIAN COORDINATES (ANGSTROEM)
Cr1 -1.339 -0.307 -0.114
N1 -1.878 3.054 2.495
C1 -1.052 2.108 2.045
N2 -1.667 1.418 1.107
C2 -2.899 1.995 1.037
N3 -3.069 3.000 1.865
C3 -3.908 1.504 0.097
C4 -5.212 1.981 0.090
N4 -6.115 1.497 -0.751
C5 -5.715 0.536 -1.574
C6 -4.411 0.058 -1.574
N5 -3.493 0.547 -0.745
H1 -1.718 3.728 3.226
H2 -0.051 1.935 2.400
H3 -5.522 2.755 0.779
H4 -6.445 0.123 -2.258
H5 -4.104 -0.727 -2.253
C7 -0.719 5.781 -3.990
C8 -0.267 6.160 -2.585
C9 0.054 4.980 -1.670
C10 -1.142 4.246 -1.077
N6 -1.925 3.480 -2.045
C11 -1.569 2.279 -2.543
Se1 -0.090 1.259 -2.048
N7 -2.501 1.895 -3.438
C12 -2.459 0.646 -4.191
C13 -1.550 0.652 -5.411
C14 -1.950 1.603 -6.538
C15 -1.554 3.058 -6.313
C16 -3.528 2.828 -3.454
C17 -4.713 2.890 -4.176
C18 -5.532 3.979 -3.941
C19 -5.173 4.984 -3.035
C20 -3.982 4.935 -2.334
C21 -3.170 3.830 -2.552
H6 -0.725 6.654 -4.643
H7 -1.724 5.361 -4.012
H8 -0.043 5.045 -4.429
H9 -1.015 6.800 -2.106
H10 0.634 6.771 -2.665
H11 0.636 5.334 -0.815
H12 0.689 4.257 -2.190
H13 -1.833 4.952 -0.613
H14 -0.811 3.545 -0.313
H15 -3.488 0.427 -4.483
H16 -2.131 -0.124 -3.493
H17 -1.552 -0.379 -5.778
H18 -0.527 0.859 -5.085
H19 -3.028 1.527 -6.717
H20 -1.477 1.252 -7.458
H21 -2.169 3.552 -5.561
H22 -1.650 3.635 -7.232
H23 -0.514 3.126 -5.987
H24 -4.987 2.129 -4.894
H25 -6.467 4.062 -4.477
H26 -5.838 5.823 -2.887
H27 -3.703 5.727 -1.653
Br1 -2.778 -4.500 5.021
C22 -2.276 -3.273 3.669
C23 -3.109 -2.210 3.364
C24 -2.740 -1.342 2.343
C25 -1.561 -1.487 1.601
C26 -0.745 -2.556 1.982
C27 -1.082 -3.448 2.991
H28 -4.033 -2.070 3.909
H29 -3.436 -0.534 2.124
H30 0.202 -2.728 1.474
H31 -0.430 -4.274 3.242
C28 3.623 0.545 -2.662
S1 2.578 -0.899 -2.410
C29 2.152 -1.179 -4.136
H32 3.042 1.379 -3.057
H33 4.447 0.315 -3.336
H34 4.036 0.834 -1.698
H35 2.984 -1.617 -4.686
H36 1.858 -0.240 -4.607
H37 1.303 -1.856 -4.180
Te1 -0.653 -2.703 -1.397
C30 -1.255 -3.195 -3.360
C31 -2.539 -2.963 -3.835
C32 -2.907 -3.390 -5.102
C33 -1.991 -4.059 -5.902
C34 -0.716 -4.315 -5.425
C35 -0.349 -3.891 -4.154
C36 -1.823 -4.214 -0.517
C37 -3.086 -3.940 -0.007
C38 -3.808 -4.949 0.611
C39 -3.272 -6.225 0.717
C40 -2.014 -6.496 0.202
C41 -1.283 -5.489 -0.415
H38 -3.275 -2.477 -3.207
H39 -3.913 -3.213 -5.460
H40 -2.280 -4.395 -6.889
H41 -0.004 -4.853 -6.036
H42 0.647 -4.106 -3.789
H43 -3.493 -2.938 -0.055
H44 -4.784 -4.735 1.026
H45 -3.836 -7.005 1.209
H46 -1.593 -7.488 0.288
H47 -0.293 -5.702 -0.798
C42 3.196 -2.666 1.854
C43 3.956 -1.368 2.144
C44 4.717 -1.002 0.871
C45 4.950 -1.597 3.277
Sb1 2.433 0.165 2.506
C46 3.583 2.043 2.412
C47 2.782 3.146 3.107
C48 3.677 2.402 0.927
C49 4.988 2.021 3.008
C50 1.994 -0.041 4.654
C51 1.684 -1.513 4.934
C52 0.703 0.741 4.917
C53 3.082 0.429 5.611
H48 3.913 -3.473 1.671
H49 2.580 -2.569 0.955
H50 2.551 -2.978 2.676
H51 5.340 -1.852 0.573
H52 5.380 -0.147 1.003
H53 4.044 -0.797 0.036
H54 5.744 -2.265 2.927
H55 4.485 -2.080 4.137
H56 5.425 -0.679 3.622
H57 1.759 3.224 2.724
H58 3.260 4.113 2.920
H59 2.729 3.012 4.187
H60 2.698 2.414 0.438
H61 4.309 1.700 0.383
H62 4.122 3.396 0.813
H63 4.985 1.802 4.076
H64 5.449 3.006 2.880
H65 5.639 1.295 2.523
H66 0.868 -1.885 4.312
H67 1.378 -1.624 5.979
H68 2.550 -2.157 4.785
H69 -0.109 0.379 4.279
H70 0.820 1.819 4.776
H71 0.387 0.582 5.954
H72 3.981 -0.184 5.542
H73 2.715 0.355 6.641
H74 3.370 1.466 5.448



Entry 3:
The following is a DFT calculation (ωB97M-V/def2-TZVPD) of 8 unconnected molecules or ions with the total composition C53H75B2BrFN14O7.

Kohn-Sham gap: 8.014 eV
Max |F|: 5.39 eV/A
Net charge: +1

CARTESIAN COORDINATES (ANGSTROEM)
C1 -3.782 3.436 1.588
C2 -4.489 3.731 0.191
O1 -3.586 4.247 -0.794
C3 -3.093 3.187 -1.621
C4 -1.852 2.610 -0.858
O2 -2.113 1.288 -0.246
N1 -1.130 0.433 -0.640
C5 -1.321 -0.263 -1.933
C6 -1.825 -1.765 -1.803
N2 -0.758 -2.611 -2.394
N3 -3.008 -1.917 -2.686
N4 -2.118 -2.156 -0.419
C7 -0.072 0.290 0.112
N5 0.922 -0.592 -0.357
C8 2.255 -0.150 0.110
B1 3.497 -1.012 -0.462
O3 3.758 -2.371 -0.151
O4 4.394 -0.363 -1.357
C9 3.885 -0.407 -2.702
C10 3.091 0.875 -3.122
C11 2.155 -0.117 1.682
Br1 3.978 0.431 2.303
C12 1.698 -1.463 2.338
F1 0.294 -1.571 2.436
C13 2.415 -1.807 3.708
C14 1.414 -2.767 4.484
C15 1.187 1.114 2.047
N6 0.991 0.971 3.499
C16 0.221 1.877 4.027
C17 0.706 3.302 4.498
C18 -1.307 1.613 4.337
O5 1.969 2.293 1.841
B2 1.346 3.253 1.006
O6 0.221 4.049 1.389
O7 1.791 3.463 -0.324
N7 -0.067 1.087 1.294
H1 -2.816 3.988 1.667
H2 -4.465 3.715 2.424
H3 -3.547 2.345 1.602
H4 -5.048 2.824 -0.141
H5 -5.262 4.525 0.357
H6 -3.857 2.403 -1.828
H7 -2.739 3.687 -2.557
H8 -1.570 3.283 -0.008
H9 -0.934 2.560 -1.499
H10 -0.361 -0.221 -2.504
H11 -2.050 0.344 -2.521
H12 -1.229 -3.272 -3.009
H13 -0.327 -3.174 -1.660
H14 -2.921 -1.355 -3.530
H15 -3.863 -1.664 -2.196
H16 -3.093 -1.933 -0.207
H17 -2.035 -3.175 -0.403
H18 0.712 -1.571 -0.176
H19 2.397 0.897 -0.274
H20 3.209 -2.949 -0.699
H21 4.748 -0.562 -3.397
H22 3.173 -1.274 -2.794
H23 2.065 0.834 -2.658
H24 2.901 0.930 -4.225
H25 3.601 1.822 -2.832
H26 2.000 -2.300 1.651
H27 3.356 -2.374 3.542
H28 2.529 -0.912 4.354
H29 1.038 -3.603 3.853
H30 0.551 -2.149 4.842
H31 1.879 -3.196 5.406
H32 1.707 3.505 4.051
H33 -0.010 4.079 4.144
H34 0.809 3.284 5.606
H35 -1.397 1.510 5.449
H36 -1.570 0.628 3.879
H37 -1.957 2.425 3.928
H38 -0.413 3.518 1.885
H39 1.494 4.349 -0.571
H40 -0.851 0.730 1.851
N8 -4.227 0.851 7.035
C19 -5.546 0.923 6.824
C20 -6.345 -0.176 6.552
C21 -5.745 -1.424 6.491
C22 -4.379 -1.525 6.704
C23 -3.671 -0.365 6.973
H41 -5.969 1.920 6.879
H42 -7.408 -0.058 6.392
H43 -6.335 -2.308 6.279
H44 -3.875 -2.482 6.664
H45 -2.601 -0.393 7.151
N9 4.823 1.965 -5.959
C24 6.091 1.925 -5.530
C25 6.937 3.022 -5.520
C26 6.448 4.233 -5.985
C27 5.139 4.300 -6.436
C28 4.374 3.146 -6.401
H46 6.432 0.956 -5.179
H47 7.952 2.931 -5.159
H48 7.079 5.114 -5.995
H49 4.722 5.227 -6.807
H50 3.343 3.150 -6.740
N10 0.265 -5.579 -3.691
C29 1.290 -6.439 -3.797
C30 1.180 -7.706 -4.345
C31 -0.061 -8.116 -4.807
C32 -1.136 -7.248 -4.708
C33 -0.922 -5.999 -4.148
H51 2.240 -6.075 -3.419
H52 2.043 -8.355 -4.407
H53 -0.188 -9.100 -5.240
H54 -2.119 -7.533 -5.058
H55 -1.733 -5.285 -4.054
N11 -7.336 1.675 0.740
C34 -8.668 1.780 0.658
C35 -9.511 0.712 0.392
C36 -8.945 -0.537 0.196
C37 -7.568 -0.672 0.275
C38 -6.814 0.458 0.549
H56 -9.063 2.777 0.815
H57 -10.581 0.856 0.340
H58 -9.570 -1.397 -0.015
H59 -7.090 -1.632 0.128
H60 -5.732 0.402 0.624
N12 8.962 -0.278 -5.451
C39 9.379 0.776 -6.162
C40 10.673 1.269 -6.124
C41 11.592 0.638 -5.300
C42 11.183 -0.455 -4.552
C43 9.867 -0.871 -4.664
H61 8.625 1.237 -6.789
H62 10.955 2.125 -6.724
H63 12.613 0.993 -5.241
H64 11.871 -0.973 -3.897
H65 9.502 -1.724 -4.101
N13 -1.218 -6.763 -0.183
C44 -0.014 -6.941 -0.743
C45 1.079 -7.464 -0.069
C46 0.922 -7.822 1.261
C47 -0.314 -7.646 1.863
C48 -1.345 -7.118 1.102
H66 0.060 -6.644 -1.781
H67 2.029 -7.589 -0.574
H68 1.753 -8.233 1.822
H69 -0.475 -7.913 2.899
H70 -2.331 -6.965 1.528
N14 -2.207 5.414 3.708
C49 -2.968 5.638 4.787
C50 -3.452 6.886 5.143
C51 -3.128 7.969 4.341
C52 -2.340 7.764 3.220
C53 -1.910 6.476 2.948
H71 -3.193 4.761 5.385
H72 -4.065 7.007 6.026
H73 -3.486 8.962 4.587
H74 -2.066 8.584 2.570
H75 -1.294 6.265 2.080